2 unconnected molecules or ions with the total composition C3H8O3, computed with wB97M-V/def2-TZVPD.

Structure (XYZ):
```
14
Properties=species:S:1:pos:R:3:forces:R:3
O 1.35552 -2.48926 -2.21268 0.1 -0.8 0.0
C 1.19128 -1.84247 -1.23405 -0.5 1.5 -0.3
O 2.12947 -1.60839 -0.30725 1.1 -0.5 0.1
H 0.27789 -1.26634 -1.03341 -0.2 -0.3 -0.1
H 2.12930 -0.71058 0.04682 -0.5 -0.1 0.1
C -0.30441 1.29603 -0.11577 0.4 -0.2 -1.3
C -0.96988 0.25041 0.75736 0.2 1.2 0.4
O -1.13534 0.85003 2.04456 -0.8 -0.3 0.0
H 0.25738 0.87892 -0.96347 -0.2 -0.1 0.1
H 0.38739 1.96327 0.39222 -0.1 -0.2 0.4
H -1.08372 1.90539 -0.57262 0.0 0.2 0.0
H -1.92067 -0.00321 0.28721 -0.1 -0.3 0.2
H -0.40639 -0.64428 0.94650 0.4 -0.4 -0.1
H -1.90781 1.42049 1.96456 0.1 0.1 0.3
```
Forces are in eV/Å.

Calculated values
structure (SMILES)	O=CO.CCO
energy relative to the best compared isomer or geometry (same formula, charge and spin)	137.89	kJ/mol
HOMO-LUMO gap	11.293	eV